[1]
A cluster of 6 separate species, C31H76N5O13 in total at a distorted geometry, computed with the ωB97M-V functional and the def2-TZVPD basis.

Geometry as XYZ:
```
125
C31H76N5O13, DFT the ωB97M-V functional and the def2-TZVPD basis
C 45.97100 33.56900 50.63500
O 46.82800 34.06800 51.46600
O 45.04000 32.84600 51.28300
O 46.05000 33.66000 49.41500
H 45.28100 32.98500 52.11400
C 48.12800 31.65900 44.86400
O 48.58000 32.59100 45.56400
C 47.56400 33.42900 46.21000
C 48.15900 34.48200 46.99400
N 47.29500 35.39600 47.59100
C 47.99700 36.05000 48.63000
C 47.04200 36.83000 49.49000
O 47.66600 37.68500 50.36800
C 48.01700 37.13700 51.62200
H 47.56200 30.97400 45.59400
H 49.10800 31.46600 44.41900
H 47.32600 31.91100 44.22200
H 47.01200 32.54700 46.78900
H 46.85900 33.94700 45.62900
H 48.80000 35.08100 46.23800
H 48.95300 34.12200 47.66600
H 46.59700 34.70800 48.15400
H 48.82700 36.72100 48.00600
H 48.71200 35.65500 49.42100
H 46.30400 36.43200 49.89500
H 46.45900 37.49100 48.84100
H 48.50100 37.94000 52.21100
H 48.78300 36.30800 51.42900
H 46.93300 36.98900 52.19600
C 36.29000 25.92400 53.22000
O 36.72000 27.13100 53.28200
C 38.10800 27.36200 53.59100
C 38.55200 28.81100 53.44800
N 39.92100 29.04000 53.88900
C 40.12600 30.50900 53.76000
C 41.64700 30.87400 53.82300
O 41.77400 32.23700 54.15200
C 43.14100 32.70200 53.91800
H 36.69700 25.49900 52.31700
H 35.09900 25.82900 53.21700
H 36.72500 25.41500 53.92700
H 38.80400 26.59500 52.96200
H 38.51000 27.08700 54.58700
H 37.72700 29.28000 53.92600
H 38.50200 29.04500 52.43700
H 40.55700 28.60900 53.28200
H 39.90300 30.74200 54.88700
H 39.56900 31.15900 52.97500
H 41.89600 30.53900 52.79400
H 42.15000 30.31800 54.41100
H 43.85600 32.36600 54.57800
H 42.86800 33.66400 53.74900
H 43.43700 32.21600 52.87700
C 56.97700 28.79300 55.11700
O 57.21500 29.98700 54.69400
C 56.03300 30.85300 54.65300
C 55.09600 30.50500 53.53700
N 53.94500 31.49500 53.63000
C 52.91100 30.98000 52.80000
C 51.78400 32.12100 52.65900
O 50.77300 31.82400 51.70000
C 49.80300 32.96700 51.54500
H 56.31600 28.18000 54.52800
H 56.68100 28.65100 56.26400
H 57.97600 28.36900 54.96400
H 56.25700 31.93800 54.66400
H 55.53200 30.75900 55.63800
H 54.69100 29.59800 53.53600
H 55.47200 30.70500 52.49700
H 54.13000 32.49300 53.45600
H 52.51300 30.06000 53.02400
H 53.16900 30.97900 51.60100
H 52.18100 33.04700 52.27200
H 51.29300 32.09600 53.40900
H 49.44400 33.29500 52.41600
H 49.02100 32.55900 50.83200
H 50.26100 33.93300 51.15200
C 41.25900 37.10900 57.03200
O 41.27600 36.76400 55.84300
C 40.53900 35.48900 55.61000
C 40.48700 35.34000 54.10200
N 40.03800 34.01300 53.68400
C 39.96700 33.88800 52.24500
C 41.29000 33.72600 51.49000
O 41.00900 32.97300 50.32300
C 41.76100 33.30900 49.18600
H 41.83300 36.35900 57.60400
H 40.24600 37.36700 57.29700
H 41.71200 38.17900 57.08600
H 39.56900 35.43300 56.10700
H 41.05500 34.71100 56.01500
H 41.58100 35.15200 53.78300
H 40.24700 36.08200 53.65800
H 40.57300 33.37800 54.30300
H 39.41200 34.45800 51.53900
H 39.49000 32.91900 52.11300
H 41.98800 33.15900 52.15400
H 41.55400 34.75800 51.31500
H 41.91800 32.65900 48.39600
H 42.79200 33.25200 49.74500
H 41.39700 34.25200 48.61800
C 45.67300 37.27700 54.58600
O 46.26000 36.12100 54.81400
C 46.07400 35.12000 53.88900
C 46.86900 33.84400 54.30100
N 46.73900 32.95600 53.23200
C 47.50700 31.65000 53.62600
C 47.28800 30.65300 52.49800
O 47.86100 29.47700 52.93200
C 47.88400 28.44500 51.90500
H 46.37000 38.15200 54.79000
H 44.72300 37.36600 55.02700
H 45.63300 37.47100 53.63500
H 46.53000 35.42900 52.87600
H 44.88300 34.98200 53.78100
H 46.54200 33.33200 55.30800
H 48.04100 34.19800 54.35800
H 47.27300 33.38400 52.54100
H 47.42600 31.37500 54.59800
H 48.50400 31.90200 53.55400
H 47.83700 30.99700 51.63000
H 46.30000 30.66300 52.38000
H 48.11500 27.37900 52.04400
H 48.42000 28.78100 51.02000
H 47.06200 28.33700 51.08200
```

Summary:
Charge ... -1
2S+1 ... 1
ΔE to the lowest compared entry with this formula, charge and spin ... 4.772 eV
Orbital gap ... 7.699 eV


[2]
A structure of composition C34H26BrF4NO23S, computed with the ωB97M-V functional and the def2-TZVPD basis.

Geometry as XYZ:
```
90
C34H26BrF4NO23S, DFT the ωB97M-V functional and the def2-TZVPD basis
O -0.76694 4.40416 -1.39010
S -0.59234 3.17968 -2.07960
O -0.75018 3.04561 -3.47154
F 0.88116 2.73242 -1.77477
N -1.34016 1.92058 -1.26072
Br -2.77203 1.21464 -2.26778
C -1.79086 2.28715 0.10945
C -0.67833 2.19126 1.13496
O -0.24618 0.85526 1.30363
C 0.95214 0.47097 0.69370
C 2.12861 0.70925 1.61992
F 1.95414 0.12112 2.82247
F 2.33230 2.02522 1.84745
F 3.25836 0.20292 1.07179
H -2.55524 1.56735 0.38649
H -2.23554 3.28090 0.11401
H 0.14796 2.87571 0.93463
H -1.11890 2.48221 2.08927
H 1.14736 0.99830 -0.23714
H 0.90148 -0.59770 0.49632
C 3.78952 1.82897 5.38831
C 3.08625 2.97150 5.41306
C 3.34616 4.07179 6.42720
O 2.63931 5.06037 6.33188
C 4.38259 3.88446 7.41213
C 5.08974 2.74361 7.38940
C 4.83182 1.64609 6.36772
O 5.54314 0.65858 6.45259
O 6.06216 2.44679 8.22891
O 2.11011 3.26204 4.57381
H 3.60580 1.04203 4.67106
H 4.55869 4.66839 8.13475
H 6.40369 1.57215 7.93647
H 1.79658 4.15317 4.83418
C -6.94252 -3.13879 -3.74305
C -6.48963 -2.36865 -2.74354
C -5.95960 -0.96709 -2.96971
O -5.58712 -0.36479 -1.97553
C -5.92248 -0.44022 -4.31329
C -6.36643 -1.21377 -5.31585
C -6.90951 -2.61312 -5.08435
O -7.28391 -3.20883 -6.08105
O -6.38265 -0.84922 -6.58314
O -6.45688 -2.74400 -1.47603
H -7.31086 -4.14030 -3.58693
H -5.54245 0.55956 -4.47177
H -6.76169 -1.60599 -7.07560
H -6.08723 -1.98729 -0.97894
C -6.75201 -9.54898 -4.97752
C -6.35572 -8.48246 -4.26817
C -6.43745 -7.06803 -4.81135
O -6.05339 -6.18424 -4.06184
C -6.95023 -6.85101 -6.14049
C -7.34510 -7.91925 -6.85081
C -7.27396 -9.33549 -6.30786
O -7.67402 -10.21373 -7.05029
O -7.83410 -7.85568 -8.07488
O -5.86209 -8.54567 -3.04442
H -6.69783 -10.55926 -4.59806
H -7.01127 -5.83707 -6.51341
H -8.03896 -8.77820 -8.33101
H -5.66836 -7.62212 -2.78462
C 8.18850 -2.13968 10.88400
C 8.98012 -1.45376 11.72103
C 9.51500 -0.07402 11.38881
O 10.21473 0.45028 12.23531
C 9.17154 0.52205 10.11512
C 8.38247 -0.16702 9.28187
C 7.83494 -1.53975 9.61745
O 7.12005 -2.05165 8.77589
O 7.99505 0.27581 8.09233
O 9.37076 -1.89494 12.90365
H 7.80254 -3.12212 11.11542
H 9.55953 1.50316 9.88105
H 7.43412 -0.42861 7.69947
H 9.92742 -1.18666 13.28568
C 1.23035 5.72819 -8.74207
C 1.31518 6.56489 -7.69771
C 0.68861 6.25417 -6.35026
O 0.85191 7.09349 -5.48204
C -0.04032 5.01924 -6.18515
C -0.12698 4.18329 -7.23052
C 0.51180 4.48646 -8.57306
O 0.36960 3.64059 -9.43854
O -0.76483 3.02638 -7.20871
O 1.94334 7.72667 -7.72362
H 1.67598 5.94179 -9.70306
H -0.48887 4.80356 -5.22621
H -0.64941 2.64302 -8.10198
H 1.84188 8.10192 -6.82453
```

Summary:
2S+1 ... 1
Orbital gap ... 7.910 eV